DFT (ωB97M-V with the def2-TZVPD basis set) results for the ion C4H8N3S with charge +1.

Values from the calculation:
* ΔE to the lowest compared entry with this formula, charge and spin: 2.4781 eV
* HOMO: -0.497 hartree
* E_tot: -719.359772 hartree

Structure (ORCA input):
```
! RIJCOSX wB97M-V def2-TZVPD def2/J DEFGRID3
* xyz 1 1
C -0.86 -0.76 -0.90
C -2.26 -0.05 1.01
C 1.27 -0.94 0.50
C 2.42 1.08 -0.90
N 0.29 -0.72 -0.30
N -2.01 -0.34 -0.38
N -1.39 0.58 1.63
S 2.76 -0.05 0.38
H -0.91 -1.13 -1.85
H -3.30 -0.44 1.28
H 1.07 -1.71 1.31
H 2.75 0.79 -1.91
H 2.97 1.87 -0.63
H 1.45 1.37 -0.88
H -2.78 -0.33 -1.07
H -1.48 0.77 2.70
*
```